[1]
Density functional theory data (ωB97M-V/def2-TZVPD) for C3H7NO in the gas phase.

ORCA input file:
```
! RIJCOSX wB97M-V def2-TZVPD def2/J DEFGRID3
* xyz 0 1
C 0.723 0.319 -0.256
C -0.553 -0.186 0.403
C -1.887 0.183 -0.051
H 2.185 -0.490 0.927
H 2.587 -0.311 -0.661
H 0.625 0.408 -1.358
H 0.928 1.290 0.198
H -0.402 -0.441 1.461
H -2.703 0.153 0.688
H -1.974 0.810 -0.940
N 1.827 -0.622 -0.052
O -1.354 -1.112 -0.360
*
```

The gap between HOMO and LUMO is 10.645 eV. The LUMO energy is 1.081 eV. As for the SMILES: NC[C@H]1CO1.


[2]
Density functional theory data (ωB97M-V/def2-TZVPD) for C3H7NO in the gas phase.

ORCA input file:
```
! RIJCOSX wB97M-V def2-TZVPD def2/J DEFGRID3
* xyz 0 1
O 0.497 1.108 1.411
C 0.197 1.317 0.052
C -0.093 0.000 -0.644
C 0.417 -1.273 -0.097
N -0.963 -0.855 0.159
H -0.201 0.516 1.736
H 1.055 1.820 -0.403
H -0.679 1.980 -0.057
H -0.198 0.022 -1.727
H 1.080 -1.250 0.760
H 0.575 -2.090 -0.797
H -1.630 -1.382 -0.395
*
```

The gap between HOMO and LUMO is 10.821 eV. The LUMO energy is 1.061 eV. As for the SMILES: OC[C@H]1CN1.


[3]
Density functional theory data (ωB97M-V/def2-TZVPD) for 2 unconnected molecules or ions with the total composition C3H7NO.

ORCA input file:
```
! RIJCOSX wB97M-V def2-TZVPD def2/J DEFGRID3
* xyz 0 1
C 1.261 -1.022 0.146
C -1.255 0.910 0.305
C -0.579 0.664 -0.969
N 1.760 -2.140 0.496
O 0.431 -0.992 -0.885
H 1.389 -0.004 0.644
H -1.830 0.038 0.705
H -0.671 1.325 1.167
H -1.912 1.804 0.235
H 0.150 1.220 -1.456
H -1.268 0.263 -1.704
H 2.521 -2.066 1.314
*
```

The gap between HOMO and LUMO is 9.629 eV. The LUMO energy is 0.378 eV.


[4]
Density functional theory data (ωB97M-V/def2-TZVPD) for C3H7NO in the gas phase.

ORCA input file:
```
! RIJCOSX wB97M-V def2-TZVPD def2/J DEFGRID3
* xyz 0 1
C 0.369 0.251 -0.287
C 0.458 -1.170 0.247
C -0.650 -0.170 0.766
H 1.073 0.639 -2.133
H -0.478 1.344 -1.858
H 1.125 0.970 0.127
H 1.349 -1.372 0.817
H 0.107 -2.025 -0.356
H -1.594 -0.352 0.361
H -1.252 1.137 2.018
N 0.035 0.409 -1.678
O -0.542 0.340 1.976
*
```

The gap between HOMO and LUMO is 9.872 eV. The LUMO energy is 0.713 eV. As for the SMILES: N[C@@H]1C[C@H]1O.


[5]
Density functional theory data (ωB97M-V/def2-TZVPD) for 2 unconnected molecules or ions with the total composition C3H7NO.

ORCA input file:
```
! RIJCOSX wB97M-V def2-TZVPD def2/J DEFGRID3
* xyz 0 1
C -2.593 -0.890 5.791
N -2.571 -2.077 5.380
H -1.788 -0.331 5.318
H -3.175 -0.460 6.604
H -3.008 -2.905 5.779
C 1.607 0.926 -3.239
C 1.886 0.457 -4.447
O 2.443 1.216 -5.432
H 1.176 0.450 -2.377
H 1.743 1.984 -3.026
H 1.938 -0.544 -4.843
H 2.342 2.174 -5.508
*
```

The gap between HOMO and LUMO is 10.188 eV. The LUMO energy is 1.085 eV. As for the SMILES: C=CO.C=N.


[6]
Density functional theory data (ωB97M-V/def2-TZVPD) for 2 unconnected molecules or ions with the total composition C3H7NO.

ORCA input file:
```
! RIJCOSX wB97M-V def2-TZVPD def2/J DEFGRID3
* xyz 0 3
C -0.564 1.228 0.139
C 1.438 -0.876 0.241
C 0.164 -0.675 -0.488
N -1.865 1.133 0.055
O 0.288 2.035 0.265
H 1.546 -0.972 1.370
H 1.836 -1.875 0.098
H 2.187 -0.251 -0.059
H -0.571 -1.214 -0.058
H 0.197 -0.661 -1.512
H -2.273 0.195 -0.199
H -2.384 1.932 0.149
*
```

The gap between HOMO and LUMO (spin up / spin down) is 5.494 / 10.001 eV. Its expectation value of S² is 2.0060. The LUMO energy (spin up / spin down) is 0.968 / -0.968 eV.


[7]
Density functional theory data (ωB97M-V/def2-TZVPD) for C3H7NO in the gas phase.

ORCA input file:
```
! RIJCOSX wB97M-V def2-TZVPD def2/J DEFGRID3
* xyz 0 3
C -0.042 -1.064 1.377
C 0.390 0.657 -1.468
C -0.062 1.087 -0.041
N -0.725 -1.936 0.804
O 0.376 0.161 1.024
H 0.547 -1.247 2.298
H 1.389 0.561 -1.310
H -0.102 -0.150 -1.778
H 0.011 1.406 -2.115
H 0.390 2.132 0.243
H -1.089 1.176 -0.155
H -1.082 -2.783 1.120
*
```

The gap between HOMO and LUMO (spin up / spin down) is 5.619 / 7.829 eV. Its expectation value of S² is 2.0059. The LUMO energy (spin up / spin down) is 1.150 / -2.155 eV.


[8]
Density functional theory data (ωB97M-V/def2-TZVPD) for 2 unconnected molecules or ions with the total composition C3H7NO.

ORCA input file:
```
! RIJCOSX wB97M-V def2-TZVPD def2/J DEFGRID3
* xyz 1 2
O -3.460 1.248 -1.100
C -3.245 1.015 0.069
H -2.898 1.902 0.688
H -3.371 0.024 0.490
C 2.392 -1.213 0.101
C 0.573 0.395 -0.195
N 1.126 -0.756 -0.379
H 3.198 -1.127 -0.729
H 2.893 -0.923 1.058
H 2.299 -2.276 0.323
H -0.328 0.486 -0.759
H 0.820 1.223 0.434
*
```

The gap between HOMO and LUMO (spin up / spin down) is 7.358 / 3.765 eV. Its expectation value of S² is 0.7638. The LUMO energy (spin up / spin down) is -5.955 / -9.547 eV.


Calculated energy relative to the best compared isomer or geometry (same formula, charge and spin), 52.1, 45.8, 79.9, 68.7, 74.9, 24.5, 51.2, 70.6 kcal/mol (same order as the records).